1.
DFT (ωB97M-V/def2-TZVPD) results for C5H3GdO3 as an isolated structure at a distorted geometry.

Output
2S+1: 8
Gap between HOMO and LUMO (alpha / beta) in Ha: 0.3076 / 0.2062
Net charge: +2

CARTESIAN COORDINATES (ANGSTROEM)
1 C 0.61264 0.04652 -1.07633
2 C 1.12352 -0.71002 -1.99371
3 O 1.52755 -1.41832 -2.82886
4 C 0.44133 1.41291 -0.51121
5 C 0.48196 0.22499 0.39116
6 O -0.68808 -0.23048 0.99527
7 C -0.90965 -1.81702 1.23462
8 O -1.99465 -1.81086 1.81083
9 Gd -2.73706 0.25262 2.15485
10 H 1.30249 2.08427 -0.51098
11 H -0.52397 1.89625 -0.68234
12 H 1.36392 0.06914 1.01670


2.
DFT (ωB97M-V/def2-TZVPD) results for C38H79Br20InNO3S3 as an isolated structure at a distorted geometry.

Output
Gap between HOMO and LUMO in Ha: 0.2036
Net charge: -1

CARTESIAN COORDINATES (ANGSTROEM)
1 C 2.50809 -8.24775 2.83570
2 C 2.25248 -7.03186 1.97163
3 C 3.57364 -6.39284 1.49087
4 C 3.84508 -4.92165 1.79645
5 N 3.36854 -3.85325 0.87795
6 C 2.07073 -3.93754 0.24930
7 C 2.17557 -3.16373 -1.10508
8 C 0.90630 -2.34132 -1.31459
9 C -0.33472 -3.16572 -1.67398
10 In -2.04251 -2.75190 -0.30102
11 C -2.52449 -0.58327 -0.02445
12 C -1.54467 0.38211 -0.68519
13 C -1.84887 -3.80315 1.69987
14 C -1.69522 -2.82938 2.86294
15 C -1.41018 -3.59913 4.16611
16 C 0.05030 -3.61003 4.54415
17 S 0.64354 -2.04471 5.19992
18 O 1.06952 -1.22275 4.11578
19 O 1.72777 -2.30584 6.08041
20 O -0.58658 -1.29962 5.88457
21 C 3.52917 -2.67233 1.51536
22 S 2.49290 -1.43118 1.47130
23 S 4.96457 -2.37191 2.55919
24 C 6.43209 -2.64209 1.50844
25 C 7.05404 -1.28823 1.19779
26 C 7.49541 -0.54338 2.43708
27 H 2.52840 -8.01172 3.87955
28 H 3.39715 -8.77016 2.55429
29 H 1.70530 -8.94569 2.69814
30 H 1.67959 -7.37030 1.13437
31 H 1.66496 -6.28265 2.45742
32 H 3.71608 -6.54988 0.43963
33 H 4.34281 -6.95723 1.97906
34 H 3.54820 -4.71197 2.81302
35 H 4.91570 -4.85312 1.79938
36 H 1.76637 -4.91535 -0.05055
37 H 1.25569 -3.57218 0.84920
38 H 3.04106 -2.53578 -1.11677
39 H 2.17799 -3.88325 -1.89596
40 H 1.05114 -1.65429 -2.12993
41 H 0.69703 -1.74766 -0.45082
42 H -0.59168 -3.01773 -2.70634
43 H -0.07255 -4.21183 -1.56420
44 H -3.50924 -3.49894 -1.07826
45 H -3.48633 -0.39687 -0.47606
46 H -2.65060 -0.35562 1.02204
47 H -1.94886 1.37732 -0.57043
48 H -0.58790 0.40523 -0.20378
49 H -1.46889 0.21755 -1.74119
50 H -2.74845 -4.34820 1.87676
51 H -1.00893 -4.48917 1.72783
52 H -0.95101 -2.08184 2.66824
53 H -2.63066 -2.33117 3.02545
54 H -1.70397 -4.61451 3.98584
55 H -2.01137 -3.25693 4.98443
56 H 0.20770 -4.32134 5.32728
57 H 0.71193 -3.85583 3.74358
58 H -0.37799 -0.37587 5.74959
59 H 6.13341 -3.15108 0.61707
60 H 7.14525 -3.25131 2.02655
61 H 7.93530 -1.47524 0.61354
62 H 6.32691 -0.73307 0.64861
63 H 8.35492 -1.02526 2.85523
64 H 7.81582 0.43151 2.13172
65 H 6.72653 -0.42692 3.16719
66 Br -3.59023 2.98543 0.57051
67 C -3.28770 4.52563 -0.57783
68 C -3.82526 4.28480 -1.96032
69 Br -2.64238 3.10256 -2.95948
70 H -2.22226 4.72244 -0.56832
71 H -3.81035 5.35028 -0.10051
72 H -3.85834 5.21036 -2.52882
73 H -4.80977 3.83130 -1.96006
74 Br -0.23744 1.84731 6.77418
75 C -2.09258 1.72703 7.34935
76 C -2.86592 2.96610 6.99146
77 Br -2.42895 4.44870 8.17095
78 H -2.06938 1.52708 8.41284
79 H -2.50365 0.86497 6.83029
80 H -3.93051 2.79412 7.11969
81 H -2.67597 3.31116 5.98198
82 Br 0.37583 2.25313 -4.72155
83 C 0.59851 4.01903 -5.50650
84 C 1.85279 4.68006 -5.00536
85 Br 1.63043 5.36663 -3.19941
86 H -0.29970 4.58141 -5.28275
87 H 0.65494 3.84758 -6.57563
88 H 2.09377 5.54891 -5.60776
89 H 2.70504 4.00977 -4.98402
90 Br 2.44405 6.05919 3.30060
91 C 1.98497 4.51896 4.40422
92 C 1.22184 3.47959 3.62971
93 Br -0.63402 4.00242 3.36478
94 H 1.43192 4.89827 5.25656
95 H 2.93751 4.11742 4.74079
96 H 1.17788 2.55026 4.19119
97 H 1.63528 3.28499 2.64847
98 Br -7.96905 2.46918 -1.92903
99 C -7.59591 1.83102 -3.72990
100 C -6.30103 2.38697 -4.24931
101 Br -6.49489 4.24808 -4.79554
102 H -8.44778 2.09855 -4.34317
103 H -7.53714 0.74986 -3.64471
104 H -5.98959 1.85852 -5.14566
105 H -5.50065 2.35462 -3.52059
106 Br -0.95792 3.68790 -9.04230
107 C -0.72348 5.45655 -9.81758
108 C 0.52797 6.12374 -9.31437
109 Br 0.30070 6.80499 -7.50406
110 H -1.62040 6.01957 -9.59277
111 H -0.66038 5.29081 -10.88936
112 H 0.76209 6.99606 -9.91798
113 H 1.38350 5.46024 -9.29580
114 Br 3.76864 -0.32523 -2.81330
115 C 4.19941 0.81890 -4.32384
116 C 5.33215 1.75665 -4.00314
117 Br 4.73581 3.22861 -2.87771
118 H 3.28561 1.33568 -4.59630
119 H 4.48295 0.14090 -5.12473
120 H 5.71020 2.22431 -4.90901
121 H 6.14834 1.27189 -3.48265
122 Br -11.50819 4.19876 -7.33798
123 C -9.71322 4.95310 -7.33167
124 C -8.87416 4.38961 -8.44481
125 Br -8.26685 2.58955 -8.03420
126 H -9.29406 4.76328 -6.35100
127 H -9.85305 6.02224 -7.46379
128 H -7.96722 4.97468 -8.56980
129 H -9.40077 4.33690 -9.38920
130 Br -2.32694 -9.99072 2.30599
131 C -2.46198 -9.29703 0.48641
132 C -1.55216 -10.05669 -0.42320
133 Br 0.30672 -9.51899 -0.20202
134 H -2.24931 -8.23901 0.52610
135 H -3.49753 -9.44050 0.20053
136 H -1.77828 -9.85481 -1.46626
137 H -1.59551 -11.12424 -0.24553
138 Br 1.31207 6.29611 8.30683
139 C 3.04732 7.14114 8.06389
140 C 3.80390 6.52351 6.91913
141 Br 4.55801 4.79686 7.40679
142 H 3.56950 7.06553 9.00926
143 H 2.83080 8.18498 7.85455
144 H 4.65579 7.14043 6.64816
145 H 3.18626 6.36090 6.04412


3.
DFT (ωB97M-V/def2-TZVPD) results for one molecule with the formula C12H13N7O4 at a distorted geometry.

Output
Energy above the lowest of the compared OMol25 structures with the same formula, charge and spin in kJ/mol: 0.00
SMILES string: Cn1ncc2c(N(N)CCO)nc(-c3ccc([N+](=O)[O-])o3)nc21
Gap between HOMO and LUMO in Ha: 0.2850
Net charge: 0

CARTESIAN COORDINATES (ANGSTROEM)
1 O -3.40814 2.61356 -3.51158
2 O -4.09633 4.44812 -2.38899
3 N 0.93883 -2.10712 3.92183
4 N -0.89436 0.47220 2.15110
5 N -0.61633 -0.46733 0.05740
6 O -2.32718 1.65718 -1.16339
7 O 2.71448 -4.14158 -0.16548
8 C 1.17405 -2.42882 2.64397
9 C -2.78484 2.42022 0.90638
10 C -3.22961 3.26568 0.03767
11 C -2.09900 1.45684 0.16603
12 C -3.03084 2.80979 -1.25289
13 C -1.13938 0.45623 0.82293
14 C -0.20163 -0.58372 2.60102
15 C 0.22701 -1.35357 0.44657
16 C 0.37803 -1.45917 1.77378
17 N 1.20493 -1.46148 -1.80153
18 N 0.26182 -0.90014 3.91705
19 N 0.84496 -2.08218 -0.58720
20 N -3.53495 3.32504 -2.48595
21 C 0.16623 -0.16357 5.10084
22 C 1.69315 -4.28749 -1.15913
23 C 0.51392 -3.50246 -0.71123
24 H 2.69820 -3.31140 0.40159
25 H 1.67921 -3.36561 2.29971
26 H -2.65388 2.52349 2.10649
27 H -3.54540 4.24950 0.29738
28 H 2.13662 -1.06973 -1.70766
29 H 0.55833 -0.76172 -2.18377
30 H 0.33370 -0.89937 5.83529
31 H 0.86395 0.66444 5.11356
32 H -0.76542 0.36525 5.27481
33 H 1.38055 -5.31770 -1.05823
34 H 1.97466 -3.95124 -2.17506
35 H 0.41779 -4.02126 0.33285
36 H -0.44483 -3.61902 -1.31087


4.
DFT (ωB97M-V/def2-TZVPD) results for a 3-piece molecular cluster, C4H14O4 overall at a distorted geometry.

Output
Energy above the lowest of the compared OMol25 structures with the same formula, charge and spin in kJ/mol: 81.88
SMILES string: OCCCCO.O.O
Gap between HOMO and LUMO in Ha: 0.3810
Net charge: 0

CARTESIAN COORDINATES (ANGSTROEM)
1 C 1.24308 0.10842 -1.46826
2 C 0.66112 1.38896 -0.71519
3 C -0.78058 1.63653 -1.23871
4 O -1.77714 1.17838 -0.34011
5 C 1.02215 -1.16119 -0.61383
6 O -0.35089 -1.48755 -0.46168
7 H 2.30158 0.33747 -1.61152
8 H 0.89930 -0.24253 -2.46059
9 H 1.30351 2.25884 -0.88704
10 H 0.70637 1.02783 0.31013
11 H -0.95789 1.08208 -2.16456
12 H -0.91154 2.66898 -1.56722
13 H -1.48258 0.35500 0.05360
14 H 1.44749 -1.01305 0.37658
15 H 1.46253 -1.98706 -1.18081
16 H -0.82362 -1.75187 -1.25346
17 H -0.39479 -2.04114 1.42688
18 H -1.27803 -2.38543 2.59649
19 O -0.43424 -1.96827 2.38799
20 H -1.30432 1.06297 2.77083
21 H -0.15959 -0.00785 2.99927
22 O -0.39195 0.94048 3.04122


> Which formula does entry 4 have?

C4H14O4


> Which of these has the highest net charge?

C5H3GdO3